C49H63N2 | ωB97M-V/def2-TZVPD

The calculation puts the total energy at -2014.07523 hartree. The energy above the lowest of the compared OMol25 structures with the same formula, charge and spin comes out at 35.9 kcal per mole. As for the spin multiplicity: 1. The HOMO-LUMO gap is 3.0 eV. As for the total charge: +1. Its HOMO energy is -0.3167 Ha.

Each line ends with the Mulliken charge.
Element x y z (Å)
C (-0.5384, -2.8930, -1.4394)  -1.72
C (-1.7982, -2.9666, -0.5853)  2.57
C (-2.8546, -3.6949, -1.4280)  -1.99
C (-1.6265, -3.7547, 0.7124)  -1.75
C (-2.2680, -1.5302, -0.2621)  0.01
C (-3.3106, -1.0433, -1.0531)  -0.38
C (-4.2886, -0.2909, -0.4218)  -1.47
C (-3.9774, 0.3186, 0.7898)  -0.76
C (-2.6633, 0.3322, 1.2638)  0.52
C (-2.3426, 1.5116, 2.2169)  2.31
C (-0.8710, 1.8969, 2.2459)  -1.88
C (-2.8930, 1.1655, 3.6047)  -1.84
C (-3.0706, 2.7717, 1.7262)  -1.44
C (-1.8049, -0.7032, 0.8030)  -2.06
N (-0.4841, -0.8928, 1.3705)  1.26
C (-0.2316, -1.2889, 2.7595)  -0.37
C (1.2616, -1.1473, 2.9210)  0.02
N (1.7604, -0.8928, 1.5526)  0.93
C (3.1803, -1.1002, 1.3058)  -2.21
C (3.7267, -2.4285, 1.3080)  0.81
C (3.0121, -3.8201, 1.4076)  1.92
C (3.7461, -4.8788, 0.5512)  -1.97
C (1.6036, -3.7812, 0.8752)  -1.33
C (3.0285, -4.2943, 2.8689)  -1.78
C (5.1158, -2.5717, 1.2783)  -0.55
C (5.9393, -1.5325, 0.8877)  -1.33
C (5.4058, -0.2596, 0.8304)  -0.38
C (4.0878, -0.0014, 1.2382)  0.54
C (3.8802, 1.4543, 1.7768)  2.62
C (4.7025, 2.4560, 0.9515)  -1.90
C (4.3686, 1.4801, 3.2330)  -1.89
C (2.4423, 1.9124, 1.7129)  -1.46
C (0.6922, -0.5996, 0.7096)  0.58
C (0.6326, 0.0700, -0.5216)  -0.02
C (1.8260, 0.1905, -1.3341)  -0.09
C (2.6487, -0.9372, -1.6188)  -0.11
C (3.8814, -0.7802, -2.2439)  -0.79
C (4.2964, 0.4938, -2.6534)  -0.52
C (3.4722, 1.6080, -2.4263)  -0.93
C (2.2258, 1.4466, -1.8212)  -0.41
H (0.1953, -2.2152, -0.9929)  -0.06
H (-0.0878, -3.8821, -1.5844)  0.56
H (-0.7855, -2.4758, -2.4280)  0.42
H (-3.8356, -3.6651, -0.9439)  0.37
H (-2.9373, -3.2564, -2.4267)  0.42
H (-2.5688, -4.7438, -1.5572)  0.41
H (-2.5938, -3.8376, 1.2281)  0.42
H (-1.2478, -4.7644, 0.5168)  0.42
H (-0.9391, -3.2587, 1.3969)  0.17
H (-3.4369, -1.3418, -2.0973)  0.51
H (-5.2687, -0.1690, -0.8663)  1.03
H (-4.7629, 0.8827, 1.3004)  0.62
H (-0.5099, 2.1377, 1.2373)  0.23
H (-0.7393, 2.7956, 2.8661)  0.68
H (-0.2394, 1.1168, 2.6751)  0.14
H (-3.9786, 1.0173, 3.5453)  0.40
H (-2.4596, 0.2465, 4.0176)  0.26
H (-2.6977, 1.9848, 4.3072)  0.42
H (-4.1590, 2.6647, 1.7458)  0.40
H (-2.8217, 3.6276, 2.3640)  0.55
H (-2.7590, 3.0158, 0.7045)  -0.10
H (-0.8084, -0.6651, 3.4508)  0.03
H (-0.5591, -2.3235, 2.9341)  0.47
H (1.5379, -0.3032, 3.5786)  0.70
H (1.7347, -2.0453, 3.3374)  -0.32
H (4.6985, -5.2001, 0.9845)  0.52
H (3.1259, -5.7787, 0.4522)  0.44
H (3.9433, -4.5067, -0.4620)  0.35
H (1.0246, -2.9890, 1.3361)  -0.21
H (1.6088, -3.6179, -0.2049)  0.04
H (1.0834, -4.7283, 1.0731)  1.01
H (2.3840, -3.6839, 3.5131)  0.39
H (2.6657, -5.3278, 2.9386)  0.45
H (4.0439, -4.2551, 3.2783)  0.37
H (5.5623, -3.5419, 1.5043)  0.36
H (6.9895, -1.7176, 0.6381)  0.44
H (6.0671, 0.5500, 0.5329)  0.23
H (4.5122, 2.3204, -0.1204)  0.29
H (4.4198, 3.4828, 1.2135)  0.44
H (5.7783, 2.3645, 1.1405)  0.45
H (3.8079, 0.7652, 3.8470)  0.30
H (5.4310, 1.2136, 3.2968)  0.43
H (4.2425, 2.4763, 3.6721)  0.42
H (1.8195, 1.3703, 2.4247)  0.20
H (2.3906, 2.9781, 1.9699)  0.81
H (2.0342, 1.7910, 0.7032)  -0.25
H (-0.3042, 0.5244, -0.8245)  0.45
H (2.2671, -1.9155, -1.3243)  0.64
H (4.5213, -1.6547, -2.4014)  0.41
H (5.2609, 0.6174, -3.1499)  0.38
H (3.7993, 2.6095, -2.7254)  0.37
H (1.5470, 2.2928, -1.6691)  0.35
C (-4.6812, 1.2891, -3.6156)  -0.77
C (-6.0476, 1.2526, -2.8274)  -0.65
C (-5.7431, 2.0758, -1.6100)  -0.92
C (-4.4595, 2.5923, -1.6232)  0.03
C (-3.8087, 2.3056, -2.8617)  1.00
C (-3.1392, 3.3717, -3.5462)  0.09
C (-2.6154, 4.4739, -2.7996)  -0.19
C (-2.6009, 5.7458, -3.3636)  -0.68
C (-2.9909, 5.9439, -4.6982)  -0.30
C (-3.2932, 4.8276, -5.4877)  -0.71
C (-3.2459, 3.5449, -4.9535)  -0.26
H (-4.2234, 0.2884, -3.5564)  0.11
H (-4.8292, 1.4939, -4.6745)  0.53
H (-6.8603, 1.6700, -3.4461)  0.38
H (-6.3291, 0.2180, -2.5677)  0.41
H (-6.4578, 2.2028, -0.7994)  0.39
H (-4.0282, 3.1963, -0.8272)  0.37
H (-2.2778, 4.3098, -1.7698)  0.41
H (-2.3044, 6.6060, -2.7652)  0.42
H (-3.0250, 6.9511, -5.1225)  0.42
H (-3.5795, 4.9615, -6.5290)  0.40
H (-3.3697, 2.6738, -5.5941)  0.51



C49H68BrCdN12O2S2Si | ωB97M-V/def2-TZVPD

The calculation puts the total energy at -6543.11460 hartree. The energy above the lowest of the compared OMol25 structures with the same formula, charge and spin comes out at 44.3 kcal per mole. As for the spin multiplicity: 1. The HOMO-LUMO gap is 4.8 eV. As for the total charge: -1. Its HOMO energy is -0.1120 Ha.

Each line ends with the Mulliken charge.
Element x y z (Å)
Cd (0.2489, 1.2175, -0.2440)  -0.02
C (1.9125, -5.1378, -1.8940)  -0.92
N (1.9070, -3.6995, -1.8092)  1.48
C (0.8781, -2.8671, -1.5869)  -0.58
N (1.2947, -1.6221, -1.5718)  0.01
C (2.6287, -1.7486, -1.7711)  -0.56
N (3.0428, -2.9878, -1.9218)  -0.94
C (2.3516, -5.6282, -3.2514)  0.72
C (3.0966, -6.7960, -3.3642)  -0.67
C (3.4871, -7.2681, -4.6107)  -0.67
C (3.1463, -6.5800, -5.7593)  -1.01
C (2.3996, -5.4063, -5.6562)  0.08
C (2.0037, -4.9429, -4.4026)  -0.41
C (2.0295, -4.6669, -6.8445)  0.66
N (2.2846, -4.9315, -8.0882)  -0.52
N (1.7213, -3.9375, -8.8345)  -0.53
C (1.1518, -3.1153, -8.0105)  0.73
O (1.3090, -3.5247, -6.7263)  -0.24
C (0.4058, -1.9050, -8.2795)  -0.18
C (0.2652, -1.4187, -9.5800)  -1.02
C (-0.4618, -0.2673, -9.8027)  -0.68
C (-1.0633, 0.4062, -8.7471)  -0.69
C (-0.9399, -0.0736, -7.4496)  0.98
C (-1.6475, 0.6232, -6.3094)  -1.29
N (-0.7641, 1.1087, -5.2706)  1.28
C (-0.5505, 0.6442, -4.0258)  -0.28
N (0.3082, 1.4130, -3.3946)  -0.08
C (0.5903, 2.3665, -4.3162)  -0.51
N (-0.0370, 2.2222, -5.4629)  -1.01
C (-0.1970, -1.2201, -7.2204)  -0.11
H (0.9004, -5.4757, -1.6665)  0.30
H (2.5626, -5.5349, -1.1154)  0.09
H (-0.1365, -3.1924, -1.4279)  0.32
H (3.3014, -0.9078, -1.7979)  0.52
H (3.3793, -7.3341, -2.4676)  0.49
H (4.0691, -8.1778, -4.6836)  0.38
H (3.4543, -6.9167, -6.7399)  0.50
H (1.4334, -4.0249, -4.3334)  0.78
H (0.7352, -1.9555, -10.3929)  0.51
H (-0.5693, 0.1160, -10.8092)  0.39
H (-1.6302, 1.3095, -8.9357)  0.40
H (-2.3641, -0.0513, -5.8397)  0.29
H (-2.1818, 1.4842, -6.6967)  0.40
H (-1.0129, -0.2388, -3.6137)  0.34
H (1.2849, 3.1711, -4.1398)  0.47
H (-0.0830, -1.6012, -6.2132)  0.69
C (-0.1542, 0.3357, 8.2817)  -1.65
C (-0.6654, 0.4107, 6.8330)  2.73
C (-0.9567, 1.8896, 6.5548)  -2.38
C (-1.9970, -0.3523, 6.7674)  -2.34
Si (0.5566, -0.2531, 5.4487)  -0.42
Br (-0.6856, 0.0627, 3.5485)  -0.38
C (2.0693, 0.9001, 5.1040)  2.42
C (2.9163, 1.0345, 6.3787)  -1.75
C (2.9435, 0.3130, 3.9821)  -2.18
C (1.6764, 2.3097, 4.6373)  -2.02
C (0.8885, -2.1364, 5.7054)  3.40
C (-0.2463, -2.9478, 5.0635)  -1.53
C (0.9473, -2.4844, 7.2018)  -2.07
C (2.2066, -2.6060, 5.0771)  -2.37
H (-0.8116, 0.9344, 8.9225)  0.50
H (0.8574, 0.7326, 8.3805)  0.22
H (-0.1604, -0.6783, 8.6743)  0.40
H (-1.8745, 2.1985, 7.0699)  0.85
H (-1.0742, 2.0571, 5.4860)  -0.36
H (-0.1484, 2.5224, 6.9237)  0.46
H (-2.7198, 0.1071, 7.4517)  0.51
H (-1.8731, -1.3935, 7.0667)  0.40
H (-2.4238, -0.3361, 5.7644)  0.39
H (3.1936, 0.0582, 6.7869)  0.29
H (2.3816, 1.5907, 7.1525)  0.33
H (3.8401, 1.5782, 6.1577)  0.47
H (3.4646, -0.5883, 4.2945)  0.39
H (3.7015, 1.0507, 3.7009)  0.58
H (2.3605, 0.0825, 3.0871)  0.36
H (1.1531, 2.8812, 5.4018)  0.30
H (1.0623, 2.2875, 3.7368)  0.30
H (2.5898, 2.8602, 4.3911)  0.64
H (-1.2345, -2.6043, 5.3752)  0.17
H (-0.1465, -3.9999, 5.3499)  0.50
H (-0.1920, -2.9024, 3.9778)  0.06
H (-0.0385, -2.4336, 7.6649)  0.36
H (1.6292, -1.8300, 7.7518)  0.31
H (1.3096, -3.5098, 7.3178)  0.56
H (2.2503, -2.3871, 4.0109)  0.17
H (2.2806, -3.6932, 5.1830)  0.60
H (3.0718, -2.1660, 5.5807)  0.29
C (4.7517, -4.1708, 2.1257)  -0.92
O (3.5396, -3.4358, 2.1297)  -0.10
C (2.3748, -4.0598, 1.7756)  0.27
S (2.3478, -5.7155, 1.4903)  -0.49
S (1.0671, -3.0171, 1.7085)  -0.36
H (5.5301, -3.4690, 2.4256)  0.24
H (4.9681, -4.5655, 1.1313)  0.30
H (4.7072, -5.0100, 2.8218)  0.36
C (-3.5332, 4.5960, -0.4929)  -1.95
C (-2.5016, 3.6288, -1.1456)  3.81
C (-1.2107, 4.4199, -1.3866)  -1.69
C (-2.2792, 2.4405, -0.1734)  -2.65
C (-3.2031, 3.2283, -2.4364)  -0.05
C (-4.2063, 2.2579, -2.4428)  -0.57
C (-5.0348, 2.0769, -3.5404)  -0.80
C (-4.8950, 2.8776, -4.6631)  -0.58
C (-3.8813, 3.8235, -4.6887)  -0.85
C (-3.0454, 3.9866, -3.5951)  0.08
H (-3.1200, 5.0727, 0.3999)  0.33
H (-4.4436, 4.0553, -0.2210)  0.33
H (-3.8107, 5.3872, -1.1938)  0.53
H (-0.7358, 4.6368, -0.4362)  0.46
H (-1.4036, 5.3721, -1.8861)  0.48
H (-0.5146, 3.8288, -1.9781)  0.07
H (-3.1632, 1.8065, -0.1156)  0.10
H (-4.3720, 1.6378, -1.5728)  0.21
H (-5.8082, 1.3181, -3.5164)  0.43
H (-5.5580, 2.7612, -5.5122)  0.40
H (-3.7368, 4.4413, -5.5672)  0.41
H (-2.2672, 4.7337, -3.6537)  0.25
C (-4.2979, 1.8936, 5.0035)  -1.10
C (-4.0817, 3.4096, 4.9045)  0.48
C (-5.1291, 4.0949, 4.0221)  -1.44
C (-2.6448, 3.7782, 4.5281)  -0.26
N (-2.1790, 3.3659, 3.2092)  0.91
C (-2.8205, 2.7621, 2.2073)  -0.53
N (-2.0475, 2.8854, 1.1225)  1.61
N (-0.8906, 3.5198, 1.5236)  -0.11
N (-1.0242, 3.8486, 2.7690)  -1.13
H (-5.1046, 1.6709, 5.7016)  0.47
H (-3.3905, 1.4003, 5.3536)  -0.06
H (-4.5569, 1.4504, 4.0424)  0.34
H (-4.1966, 3.8285, 5.9087)  0.43
H (-5.0305, 3.8289, 2.9713)  0.20
H (-5.0404, 5.1798, 4.1003)  0.40
H (-6.1329, 3.8134, 4.3432)  0.45
H (-1.9666, 3.3612, 5.2663)  -0.06
H (-2.5313, 4.8635, 4.5634)  0.41
H (-3.7241, 2.1924, 2.2667)  0.54



Question: Look up the total charge of the second one.
Answer: -1